[1]
An isolated molecule of C10H18N2O2S2 at a distorted geometry, computed with ωB97M-V/def2-TZVPD.

Its energy above the lowest of the compared OMol25 structures with the same formula, charge and spin is 71.99 kcal per mole. For the HOMO-LUMO gap, the calculation gives 9.37 eV.

Structure (ORCA input):
```
! RIJCOSX wB97M-V def2-TZVPD def2/J DEFGRID3
* xyz 0 1
O 4.25 -0.23 -2.74
O -0.74 -2.63 0.98
S -4.18 0.34 4.45
C -4.72 0.35 2.95
N -4.89 0.49 1.83
C 3.23 -0.18 -2.07
N 3.28 -0.42 -0.66
S -0.16 -1.28 1.28
C 2.04 0.13 -2.92
C 4.42 -1.18 -0.10
C -4.40 0.96 0.51
C 2.08 -0.11 0.11
C 1.23 -1.39 0.12
C -1.32 -0.14 0.35
C -3.04 1.83 0.54
C -1.75 1.17 1.11
H 1.24 0.75 -2.35
H 1.65 -0.80 -3.35
H 2.33 0.70 -3.84
H 5.18 -1.39 -0.88
H 5.02 -0.57 0.60
H 4.12 -2.10 0.41
H -5.24 1.54 0.18
H -4.30 0.16 -0.25
H 1.67 0.84 -0.24
H 2.45 0.05 1.15
H 1.85 -2.32 0.42
H 0.74 -1.52 -0.82
H -0.96 0.01 -0.72
H -2.22 -0.80 0.30
H -3.22 2.72 1.04
H -3.03 2.24 -0.53
H -0.93 1.84 0.99
H -1.69 0.93 2.17
*
```

Mulliken population analysis, charges in e, atoms 1 to 4: O -0.623; O -0.655; S -0.374; C 0.309

[2]
An isolated molecule of C24H26N2O8S at a distorted geometry, computed with ωB97M-V/def2-TZVPD.

Its energy above the lowest of the compared OMol25 structures with the same formula, charge and spin is 2.89 kcal per mole. For the HOMO-LUMO gap, the calculation gives 8.32 eV.

Structure (ORCA input):
```
! RIJCOSX wB97M-V def2-TZVPD def2/J DEFGRID3
* xyz 0 1
C -7.44 -1.99 1.22
O -6.65 -2.07 0.06
C -5.30 -1.73 0.29
C -4.55 -1.93 -1.03
N -3.17 -1.50 -0.95
C -2.19 -2.29 -0.45
O -2.33 -3.40 0.00
C -0.88 -1.51 -0.60
O 0.21 -1.89 -0.24
C -1.24 -0.24 -1.22
C -0.43 0.82 -1.45
O -0.88 2.03 -1.81
C 1.04 0.76 -1.34
C 1.76 -0.28 -1.92
C 3.14 -0.32 -1.79
C 3.78 0.68 -1.09
S 5.55 0.62 -0.85
O 6.09 -0.43 -1.67
O 6.10 1.94 -0.98
N 5.58 0.24 0.79
C 5.33 -1.16 1.08
C 6.61 -1.99 0.96
O 7.64 -1.44 1.76
C 7.93 -0.11 1.39
C 6.70 0.78 1.55
C 3.08 1.74 -0.53
C 1.70 1.78 -0.66
C -2.75 -0.19 -1.38
C -3.38 0.90 -0.54
C -4.31 1.79 -1.09
C -4.90 2.76 -0.30
C -4.57 2.86 1.04
O -5.17 3.83 1.78
C -3.64 1.98 1.59
C -3.06 1.01 0.81
H -7.44 -0.97 1.63
H -7.07 -2.68 1.99
H -8.45 -2.27 0.93
H -4.86 -2.39 1.06
H -5.22 -0.69 0.63
H -4.56 -2.99 -1.28
H -5.05 -1.37 -1.82
H -1.85 2.07 -1.78
H 1.25 -1.06 -2.47
H 3.73 -1.11 -2.23
H 4.57 -1.52 0.38
H 4.94 -1.22 2.10
H 6.45 -3.00 1.31
H 6.93 -2.00 -0.10
H 8.74 0.22 2.04
H 8.26 -0.08 0.34
H 6.89 1.78 1.17
H 6.40 0.82 2.60
H 3.62 2.51 -0.01
H 1.14 2.59 -0.24
H -3.03 -0.05 -2.44
H -4.58 1.71 -2.13
H -5.62 3.44 -0.72
H -4.86 3.80 2.69
H -3.38 2.06 2.64
H -2.34 0.33 1.24
*
```

Mulliken population analysis, charges in e, atoms 1 to 4: C -0.708; O -0.358; C -0.007; C -1.155

[3]
A structure of composition C2H2AgFO2, computed with ωB97M-V/def2-TZVPD.

Its energy above the lowest of the compared OMol25 structures with the same formula, charge and spin is 4.76 kcal per mole. The expectation value of S² is 0.751. For the HOMO-LUMO gap (alpha / beta), the calculation gives 7.31 / 6.71 eV.

Structure (ORCA input):
```
! RIJCOSX wB97M-V def2-TZVPD def2/J DEFGRID3
* xyz -1 2
C 0.50 0.08 -0.62
C -0.91 -0.01 -0.05
O -1.30 1.17 0.27
O 1.50 -0.13 0.04
H 0.58 0.59 -1.60
F -1.69 -0.61 -1.20
H -0.99 -0.81 0.72
Ag 2.31 -0.28 2.44
*
```

Mulliken population analysis, charges in e, atoms 1 to 4: C 0.038; C 0.212; O -0.723; O -0.406